[1]
{"formula": "C6H15N", "method": "ωB97M-V/def2-TZVPD", "e_tot_ev": -7953.7318, "orbital_gap_ev": 8.92, "max_force_ha_per_bohr": 0.1075, "multiplicity": 1, "e_lumo_ha": 0.0331, "smiles": "CCC(C)(C)CN", "molar_mass_g_mol": 101.19, "symbols": ["C", "C", "C", "C", "C", "C", "N", "H", "H", "H", "H", "H", "H", "H", "H", "H", "H", "H", "H", "H", "H", "H"], "coordinates": [[1.326995, -1.212689, -1.716928], [1.075861, -0.517472, -0.018458], [-0.155119, 0.258038, -0.095242], [-1.432115, -0.554221, -0.252239], [-0.129767, 1.461531, -1.025859], [-0.094625, 0.904308, 1.680032], [-0.610833, 0.026421, 2.689564], [0.491186, -1.165657, -2.414978], [1.597415, -2.262833, -1.592579], [2.161209, -0.641872, -2.128843], [1.981895, 0.062913, 0.152524], [1.022462, -1.401102, 0.616113], [-1.394294, -1.482170, 0.324273], [-2.298403, 0.029710, 0.076618], [-1.602616, -0.823784, -1.298101], [-0.270917, 1.160892, -2.067857], [-0.948109, 2.147397, -0.780718], [0.812983, 2.008459, -0.952369], [-0.715375, 1.798736, 1.607427], [0.915743, 1.228263, 1.935077], [-1.600932, -0.155815, 2.557295], [-0.132644, -0.869054, 2.705248]], "forces_ev_per_angstrom": [[0.4, 0.7, 2.8], [1.0, -2.4, -4.9], [-0.5, 1.9, 3.9], [0.2, 0.1, 0.2], [0.0, -0.1, 0.3], [-1.1, -0.3, -2.7], [-0.1, -0.2, -0.1], [-0.2, 0.3, 0.5], [0.2, 0.1, -0.1], [0.0, -0.2, 0.0], [-0.2, 0.0, 0.1], [0.0, 0.2, 0.1], [0.0, 0.1, 0.0], [0.0, -0.1, 0.0], [0.1, 0.0, 0.0], [0.1, 0.0, 0.0], [0.1, 0.0, 0.0], [0.0, 0.0, 0.0], [-0.1, 0.0, 0.2], [0.1, -0.3, -0.4], [0.2, 0.0, 0.0], [0.0, 0.1, 0.0]]}

=====

[2]
{"formula": "C6H15N", "method": "ωB97M-V/def2-TZVPD", "e_tot_ev": -7951.8227, "orbital_gap_ev": 8.66, "max_force_ha_per_bohr": 0.0315, "multiplicity": 1, "e_lumo_ha": 0.0290, "molar_mass_g_mol": 101.19, "symbols": ["C", "N", "C", "C", "C", "C", "C", "H", "H", "H", "H", "H", "H", "H", "H", "H", "H", "H", "H", "H", "H", "H"], "coordinates": [[-4.042932, -0.014913, -0.033715], [-0.970754, 0.477451, 0.774166], [0.019673, -0.136818, 0.158537], [1.334245, 0.640711, -0.045173], [2.096699, 0.379820, -1.325765], [2.165780, 0.405410, 1.231890], [-0.065078, -1.542756, -0.405148], [-3.315060, 0.756910, -0.248089], [-5.095456, 0.258324, 0.002468], [-3.841468, -0.326724, 0.992628], [-3.830615, -0.819893, -0.731307], [-0.890601, 0.639754, -0.383156], [0.992885, 1.673162, 0.003456], [2.899218, 1.090996, -1.501814], [1.406990, 0.490839, -2.169922], [2.516243, -0.625619, -1.380187], [2.510810, -0.630126, 1.241793], [2.995018, 1.108135, 1.258930], [1.547880, 0.576225, 2.078059], [0.681928, -2.193520, 0.055247], [-0.058693, -1.520179, -1.489890], [-0.984108, -1.973006, -0.006092]], "forces_ev_per_angstrom": [[0.1, -0.4, 0.8], [0.5, -0.7, -1.0], [0.6, 0.3, -0.1], [0.1, 0.0, 0.8], [-0.5, -0.2, -0.5], [0.1, -0.2, -1.2], [-0.5, -0.4, 1.5], [-0.4, 0.5, 0.0], [0.1, 0.4, -0.7], [0.3, -0.3, -0.2], [-0.3, -0.3, 0.1], [-1.0, 0.8, 0.5], [0.1, 0.2, -0.2], [0.1, 0.1, 0.2], [0.1, -0.1, -0.1], [0.0, 0.0, 0.1], [0.3, 0.1, 0.1], [0.2, -0.2, 0.0], [-0.5, 0.2, 0.9], [0.6, 0.2, -0.6], [0.3, -0.3, 0.0], [-0.3, 0.1, -0.5]]}

=====

ΔE to the lowest compared entry with this formula, charge and spin values, unit kcal per mole, following the record order: 46.9; 90.9.